Computed, not measured: a structure of composition C40H57BN10SSn at a distorted geometry, with wB97M-V/def2-TZVPD.

```
110
C40H57BN10SSn, DFT wB97M-V/def2-TZVPD
Sn 1.03 -0.26 -0.29
C 0.60 4.09 2.52
C 0.87 2.64 2.12
C 1.57 1.87 3.25
C -0.39 1.93 1.72
C -1.67 2.20 2.15
C -2.49 1.21 1.61
C -3.97 1.09 1.77
C -4.66 2.26 1.06
C -4.36 1.04 3.25
N -1.71 0.38 0.90
N -0.42 0.83 0.93
B -2.06 -0.97 0.23
N -1.75 -0.93 -1.28
N -0.48 -0.67 -1.72
C -0.49 -0.70 -3.07
C -1.78 -0.96 -3.49
C -2.55 -1.10 -2.34
C -4.03 -1.38 -2.28
C -4.34 -2.73 -2.92
C -4.79 -0.24 -2.95
C 0.74 -0.54 -3.92
C 0.43 0.18 -5.23
C 1.32 -1.93 -4.21
N -1.17 -2.04 0.91
N 0.19 -1.90 0.89
C 0.71 -2.90 1.63
C -0.33 -3.70 2.09
C -1.50 -3.13 1.62
C -2.89 -3.63 1.93
C -3.67 -2.67 2.83
C -3.68 -4.05 0.69
C 2.16 -3.09 1.92
C 2.40 -3.10 3.43
C 2.66 -4.40 1.29
H 1.54 4.61 2.69
H 0.05 4.62 1.75
H 0.02 4.13 3.45
H 1.53 2.65 1.26
H 0.88 1.70 4.07
H 1.93 0.89 2.90
H 2.42 2.43 3.63
H -1.99 3.01 2.78
H -4.31 0.17 1.29
H -4.37 3.21 1.51
H -4.40 2.29 0.00
H -5.74 2.16 1.14
H -4.17 2.00 3.73
H -5.43 0.83 3.34
H -3.81 0.27 3.78
H -3.20 -1.23 0.40
H -2.13 -1.05 -4.51
H -4.34 -1.41 -1.23
H -4.12 -2.71 -3.99
H -3.77 -3.53 -2.46
H -5.40 -2.95 -2.81
H -4.55 -0.17 -4.02
H -5.87 -0.41 -2.87
H -4.56 0.73 -2.49
H 1.47 0.04 -3.35
H -0.17 -0.45 -5.88
H -0.10 1.12 -5.07
H 1.36 0.40 -5.76
H 0.61 -2.53 -4.78
H 2.24 -1.84 -4.80
H 1.56 -2.48 -3.30
H -0.25 -4.59 2.69
H -2.71 -4.54 2.52
H -3.96 -1.77 2.29
H -4.58 -3.16 3.19
H -3.08 -2.37 3.70
H -3.97 -3.19 0.09
H -3.10 -4.73 0.06
H -4.59 -4.57 1.00
H 2.70 -2.25 1.50
H 1.82 -3.88 3.92
H 3.46 -3.30 3.65
H 2.13 -2.15 3.89
H 2.17 -5.25 1.75
H 2.45 -4.43 0.22
H 3.73 -4.51 1.44
N 4.96 -1.92 0.49
C 3.99 -1.12 0.04
S 2.90 -1.69 -1.20
N 3.86 0.05 0.60
N 2.90 0.79 0.01
C 3.11 1.99 -0.40
C 4.42 2.65 -0.21
C 5.13 3.17 -1.29
C 6.36 3.77 -1.09
C 6.89 3.85 0.19
C 6.18 3.34 1.28
C 4.96 2.72 1.07
C 2.02 2.65 -1.15
C 2.11 3.96 -1.58
C 1.05 4.49 -2.31
C -0.05 3.69 -2.58
C -0.07 2.40 -2.07
N 0.94 1.89 -1.38
H 5.13 -2.81 0.06
H 5.58 -1.59 1.22
H 4.74 3.07 -2.30
H 6.91 4.17 -1.93
H 7.86 4.30 0.35
H 6.58 3.42 2.28
H 4.40 2.32 1.91
H 2.97 4.56 -1.34
H 1.10 5.52 -2.65
H -0.89 4.06 -3.15
H -0.92 1.76 -2.23
```

Properties
* Kohn-Sham gap: 7.84 eV
* E_tot: -74641.370 eV
* total charge: +2
* highest occupied orbital energy: -0.5180 hartree

These are the Mulliken partial charges, in e, on atoms 1 to 5: 1.53 -1.98 2.69 -1.42 -1.13

---

Computed, not measured: a cluster of 6 separate species, C40H57ClFIO19 in total at a distorted geometry, with wB97M-V/def2-TZVPD.

```
119
C40H57ClFIO19, DFT wB97M-V/def2-TZVPD
C -1.03 -1.77 -9.79
C -0.49 -2.79 -9.45
C 0.16 -3.93 -8.78
C 1.39 -3.43 -8.07
C 2.64 -3.55 -8.52
C 3.02 -4.20 -9.82
C 2.88 -3.17 -10.99
C 2.04 -3.68 -12.17
C 1.63 -2.48 -13.00
O 0.53 -2.02 -13.03
O 2.65 -1.91 -13.73
C 3.77 -2.97 -7.71
O 4.85 -3.50 -7.64
C 3.42 -1.69 -6.99
C 2.11 -1.57 -6.52
C 1.71 -0.42 -5.87
C 2.64 0.61 -5.71
Cl 2.03 2.06 -4.95
C 3.95 0.53 -6.16
C 5.01 1.62 -6.05
C 5.18 2.28 -4.66
C 6.63 2.10 -4.12
I 4.86 4.43 -4.89
C 4.31 -0.66 -6.80
F 5.55 -0.80 -7.26
C 1.17 -2.71 -6.77
O 0.31 -3.04 -5.99
H -1.36 -0.92 -10.35
H -0.54 -4.36 -8.07
H 0.40 -4.68 -9.54
H 4.07 -4.49 -9.79
H 2.43 -5.10 -10.02
H 2.37 -2.28 -10.59
H 3.86 -2.82 -11.32
H 2.66 -4.30 -12.82
H 1.12 -4.16 -11.86
H 2.64 -0.96 -13.56
H 0.69 -0.32 -5.54
H 4.80 2.35 -6.83
H 5.96 1.16 -6.32
H 4.47 1.91 -3.93
H 7.33 1.95 -4.94
H 6.95 3.00 -3.61
H 6.63 1.27 -3.41
C -0.67 0.35 -2.72
C 0.04 1.42 -1.91
O -0.89 2.33 -1.32
C -1.50 1.89 -0.22
O -1.33 0.83 0.31
O -2.35 2.84 0.19
C -3.13 2.48 1.33
H -1.33 0.80 -3.45
H 0.06 -0.28 -3.24
H -1.27 -0.29 -2.08
H 0.67 2.02 -2.57
H 0.68 0.98 -1.15
H -2.50 2.14 2.15
H -3.85 1.71 1.06
H -3.66 3.38 1.64
C -0.90 3.74 7.87
C -0.18 4.78 7.04
O 0.69 4.17 6.07
C 0.09 3.70 4.98
O -1.09 3.75 4.73
O 1.01 3.13 4.21
C 0.48 2.50 3.04
H -0.19 3.05 8.33
H -1.48 4.22 8.66
H -1.59 3.14 7.26
H 0.47 5.38 7.67
H -0.88 5.45 6.54
H -0.14 3.20 2.47
H -0.09 1.62 3.31
H 1.33 2.20 2.42
C -7.10 0.89 9.20
C -6.23 0.17 8.19
O -6.22 0.85 6.93
C -5.43 1.92 6.85
O -4.72 2.34 7.73
O -5.56 2.44 5.63
C -4.78 3.62 5.41
H -8.10 1.05 8.80
H -7.17 0.31 10.12
H -6.68 1.87 9.45
H -6.63 -0.82 7.99
H -5.21 0.05 8.56
H -3.74 3.45 5.66
H -5.19 4.45 6.00
H -4.86 3.86 4.36
C -5.93 -0.80 3.77
C -4.91 -1.33 2.79
O -3.84 -2.02 3.45
C -4.12 -3.26 3.85
O -5.16 -3.85 3.69
O -3.04 -3.75 4.46
C -3.21 -5.06 5.00
H -5.44 -0.18 4.53
H -6.68 -0.20 3.26
H -6.43 -1.61 4.29
H -4.44 -0.51 2.25
H -5.38 -1.99 2.05
H -3.58 -5.75 4.25
H -3.90 -5.03 5.85
H -2.23 -5.38 5.34
C 2.55 0.70 5.71
C 1.85 0.21 6.96
O 2.59 -0.85 7.61
C 3.63 -0.46 8.34
O 3.98 0.68 8.53
O 4.22 -1.54 8.84
C 5.39 -1.28 9.61
H 2.76 -0.13 5.04
H 1.93 1.43 5.20
H 3.50 1.18 5.96
H 0.89 -0.23 6.70
H 1.67 1.02 7.67
H 5.19 -0.54 10.38
H 6.19 -0.93 8.96
H 5.68 -2.22 10.07
```

Properties
* Kohn-Sham gap: 8.39 eV
* E_tot: -104646.780 eV
* SMILES string: C#CCC1=C(CCCC(=O)O)C(=O)c2c(cc(Cl)c(C[C@@H](C)I)c2F)C1=O.CCOC(=O)OC.CCOC(=O)OC.CCOC(=O)OC.CCOC(=O)OC.CCOC(=O)OC
* total charge: 0
* highest occupied orbital energy: -0.3494 hartree

These are the Mulliken partial charges, in e, on atoms 1 to 5: 0.07 -0.74 -0.87 0.61 0.60

---

Computed, not measured: a cluster of 10 separate species, C40H57N9O2S in total at a distorted geometry, with wB97M-V/def2-TZVPD.

```
109
C40H57N9O2S, DFT wB97M-V/def2-TZVPD
C -13.78 -15.72 16.01
C -14.88 -16.66 16.29
C -15.57 -16.70 17.68
C -15.94 -15.33 18.15
N -16.29 -14.34 18.52
H -13.44 -15.77 14.97
H -12.86 -15.92 16.56
H -14.26 -14.75 16.13
H -14.64 -17.59 15.77
H -15.77 -16.46 15.71
H -14.81 -17.00 18.41
H -16.42 -17.36 17.84
C -10.59 -11.20 7.97
C -12.01 -10.64 7.91
C -13.01 -11.49 7.07
C -13.37 -12.79 7.56
N -13.65 -13.89 7.88
H -10.26 -11.23 6.93
H -10.44 -12.16 8.46
H -9.98 -10.58 8.62
H -11.98 -9.65 7.46
H -12.36 -10.40 8.92
H -12.52 -11.93 6.20
H -13.89 -10.86 6.93
C -13.88 -17.92 6.78
C -14.40 -16.83 5.86
C -15.89 -17.08 5.68
S -16.55 -17.59 7.39
O -17.45 -18.74 7.20
O -17.07 -16.45 8.14
C -14.90 -18.18 7.95
H -12.91 -17.53 7.10
H -13.65 -18.87 6.29
H -13.67 -16.94 5.06
H -14.43 -15.90 6.43
H -16.10 -17.92 5.02
H -16.46 -16.25 5.27
H -14.92 -19.08 8.56
H -14.54 -17.44 8.67
N -16.50 -15.50 10.64
C -16.83 -16.25 11.71
C -16.11 -15.87 12.80
C -15.09 -15.04 12.31
C -15.40 -14.83 10.99
H -16.93 -15.55 9.72
H -17.71 -16.89 11.74
H -16.17 -16.30 13.79
H -14.35 -14.52 12.91
H -15.08 -14.06 10.30
N -12.25 -12.70 15.01
C -11.44 -12.12 15.95
C -10.19 -12.76 15.87
C -10.32 -13.84 15.01
C -11.56 -13.70 14.42
H -13.24 -12.52 14.94
H -11.80 -11.35 16.62
H -9.33 -12.62 16.51
H -9.62 -14.62 14.76
H -12.17 -14.38 13.84
N -16.82 -21.28 13.48
C -15.78 -22.08 12.98
C -15.63 -21.81 11.62
C -16.42 -20.76 11.29
C -17.09 -20.42 12.46
H -17.28 -21.24 14.38
H -15.41 -22.85 13.65
H -14.88 -22.16 10.93
H -16.47 -20.16 10.40
H -17.78 -19.62 12.68
N -21.48 -16.27 9.81
C -20.41 -15.56 9.35
C -20.77 -14.17 9.34
C -22.09 -14.17 9.79
C -22.50 -15.36 10.12
H -21.47 -17.28 9.93
H -19.66 -16.26 9.01
H -20.15 -13.42 8.87
H -22.73 -13.31 9.96
H -23.51 -15.72 10.28
N -12.45 -16.75 10.44
C -11.64 -17.21 9.37
C -11.42 -18.50 9.40
C -12.14 -19.01 10.47
C -12.86 -17.93 11.09
H -12.59 -15.80 10.75
H -11.36 -16.52 8.59
H -10.97 -19.14 8.66
H -12.16 -20.08 10.58
H -13.52 -17.84 11.95
N -15.82 -12.48 16.26
C -15.17 -11.25 15.98
C -14.90 -11.20 14.63
C -15.46 -12.36 14.08
C -15.97 -13.12 15.08
H -16.09 -12.81 17.17
H -14.92 -10.54 16.76
H -14.48 -10.32 14.17
H -15.59 -12.54 13.02
H -16.57 -14.02 15.11
N -21.09 -15.34 12.80
C -20.22 -16.27 13.36
C -19.92 -15.95 14.67
C -20.54 -14.69 14.91
C -21.31 -14.37 13.77
H -21.45 -15.38 11.86
H -20.07 -17.18 12.80
H -19.49 -16.61 15.41
H -20.53 -14.12 15.83
H -21.96 -13.59 13.39
```

Properties
* Kohn-Sham gap: 8.02 eV
* E_tot: -70739.199 eV
* SMILES string: O=S1(=O)CCCC1.c1cc[nH]c1.c1cc[nH]c1.c1cc[nH]c1.c1cc[nH]c1.c1cc[nH]c1.c1cc[nH]c1.c1cc[nH]c1.CCCC#N.CCCC#N
* total charge: 0
* highest occupied orbital energy: -0.2812 hartree

These are the Mulliken partial charges, in e, on atoms 1 to 5: -0.15 -0.21 -0.72 0.34 -0.57

---

Computed, not measured: a structure of composition C40H58As2BaN2O8S4 at a distorted geometry, with wB97M-V/def2-TZVPD.

```
115
C40H58As2BaN2O8S4, DFT wB97M-V/def2-TZVPD
Ba -0.50 -0.02 -0.07
C 3.67 -0.19 2.44
C 3.21 -1.60 2.82
S 2.27 -2.54 1.57
C 3.57 -2.83 0.33
C 3.30 -2.18 -1.03
S 2.64 -0.53 -0.74
C 3.25 0.39 -2.17
C 2.49 1.72 -2.30
S 1.88 2.44 -0.74
C 3.38 2.49 0.26
C 3.04 2.43 1.75
S 2.27 0.92 2.36
H 4.19 -0.20 1.48
H 4.36 0.17 3.20
H 2.58 -1.58 3.71
H 4.08 -2.20 3.07
H 3.69 -3.91 0.21
H 4.50 -2.44 0.75
H 2.60 -2.79 -1.60
H 4.22 -2.11 -1.62
H 3.11 -0.19 -3.08
H 4.32 0.56 -2.04
H 1.59 1.56 -2.89
H 3.09 2.45 -2.83
H 3.91 3.42 0.05
H 4.02 1.65 -0.02
H 2.35 3.23 2.02
H 3.94 2.61 2.33
C -4.27 3.95 5.40
C -3.33 4.75 4.48
C -2.32 5.51 5.34
C -4.15 5.76 3.66
C -2.63 3.77 3.53
C -1.27 3.53 3.54
C -0.74 2.61 2.65
N -1.45 1.91 1.76
C -2.77 2.15 1.76
C -3.38 3.05 2.60
C -3.59 1.40 0.75
C -4.94 1.18 0.93
C -5.70 0.52 -0.04
C -5.03 0.13 -1.19
C -3.68 0.35 -1.30
N -2.95 0.96 -0.35
C -7.20 0.31 0.15
C -7.48 -0.22 1.56
C -7.77 -0.67 -0.87
C -7.89 1.68 -0.02
H -4.76 4.63 6.11
H -3.73 3.20 5.97
H -5.06 3.45 4.82
H -2.86 6.21 5.99
H -1.62 6.10 4.74
H -1.75 4.85 5.99
H -4.62 6.48 4.34
H -4.95 5.28 3.09
H -3.52 6.32 2.96
H -0.61 4.04 4.22
H 0.33 2.42 2.68
H -4.44 3.23 2.52
H -5.41 1.51 1.85
H -5.55 -0.36 -2.00
H -3.15 0.03 -2.19
H -6.93 -1.15 1.76
H -8.55 -0.44 1.66
H -7.22 0.50 2.34
H -7.25 -1.63 -0.86
H -7.73 -0.27 -1.89
H -8.82 -0.86 -0.64
H -7.53 2.40 0.72
H -8.97 1.57 0.10
H -7.70 2.10 -1.01
C 2.48 -2.47 -5.90
O 1.74 -3.24 -4.92
C 1.17 -2.55 -3.95
O 1.15 -1.35 -3.86
C 0.39 -3.44 -2.99
C 0.62 -4.74 -2.81
As -0.57 -6.09 -2.01
C 0.67 -6.57 -0.59
C -1.75 -4.96 -0.86
C -1.70 -3.63 -0.76
As -0.92 -2.35 -2.07
C -2.38 -2.52 -3.38
C -2.29 -2.85 0.39
O -1.94 -1.66 0.53
O -3.06 -3.43 1.23
C -3.56 -2.62 2.34
C -2.79 -5.83 -0.13
O -3.95 -5.56 -0.08
O -2.23 -6.95 0.30
C -3.15 -7.95 0.84
C 1.92 -5.37 -3.30
O 3.00 -4.97 -2.96
O 1.69 -6.48 -3.99
C 2.86 -7.23 -4.40
H 2.53 -3.11 -6.78
H 3.48 -2.28 -5.52
H 1.98 -1.54 -6.13
H 1.58 -6.95 -1.07
H 0.22 -7.36 0.01
H 0.91 -5.71 0.03
H -2.44 -3.55 -3.72
H -2.16 -1.86 -4.21
H -3.32 -2.24 -2.92
H -4.11 -3.32 2.96
H -4.21 -1.85 1.95
H -2.73 -2.18 2.88
H -2.63 -8.89 0.75
H -4.08 -7.95 0.28
H -3.35 -7.71 1.88
H 2.52 -8.25 -4.55
H 3.63 -7.18 -3.64
H 3.23 -6.81 -5.34
```

Properties
* Kohn-Sham gap: 7.77 eV
* ΔE to the lowest compared entry with this formula, charge and spin: 26.70 kcal/mol
* E_tot: -227483.600 eV
* total charge: +2
* highest occupied orbital energy: -0.4783 hartree

These are the Mulliken partial charges, in e, on atoms 1 to 5: 1.50 -0.53 -1.33 0.24 -1.27

---

- Which of these has the highest highest occupied orbital energy?
  C40H57N9O2S

---

- Among the records above, which one has the lowest highest occupied orbital energy?
  C40H57BN10SSn